No. 1
Density functional theory data (wB97M-V/def2-TZVPD) for a cluster of 2 separate species, C9H11O2 in total.

Summary:
Molar mass = 151.2 g/mol
HOMO level = -3.96 eV
2S+1 = 1
Frontier orbital gap = 6.971 eV
Calculated total energy = -13607.63750 eV
Energy relative to the best compared isomer or geometry (same formula, charge and spin) = 55.4 kJ/mol
Net charge = -1

The geometry in XYZ format:
```
22
Properties=species:S:1:pos:R:3:mulliken_charge:R:1
C -0.364 -0.305 4.017 -0.8458
C -1.635 -0.163 3.114 0.5909
O -2.329 0.829 3.413 -0.7268
O -1.885 -1.070 2.276 -0.7307
H -0.640 -0.389 5.058 0.3368
H 0.135 0.598 3.647 0.1722
H 0.216 -1.184 3.712 0.2350
C 3.213 0.491 -2.667 -1.3965
C 0.124 -0.261 -0.580 -0.1541
C 1.462 -0.088 -0.979 -0.6074
C -0.890 -0.251 -1.509 -0.7740
C 1.776 0.219 -2.286 0.9816
C -0.556 0.211 -2.785 -0.2008
C 0.729 0.400 -3.213 -0.5751
H -0.121 -0.425 0.467 0.3477
H 2.211 -0.278 -0.228 0.3049
H -1.911 -0.522 -1.289 0.4251
H -1.352 0.318 -3.517 0.3183
H 3.543 0.234 -3.671 0.3588
H 3.960 0.069 -1.986 0.3342
H 0.953 0.749 -4.214 0.3416
H 3.362 1.582 -2.646 0.2642
```



No. 2
Density functional theory data (wB97M-V/def2-TZVPD) for a cluster of 2 separate species, C9H11O2 in total.

Summary:
Molar mass = 151.2 g/mol
HOMO level = -3.77 eV
2S+1 = 1
Frontier orbital gap = 6.597 eV
Calculated total energy = -13607.62859 eV
Energy relative to the best compared isomer or geometry (same formula, charge and spin) = 56.3 kJ/mol
Net charge = -1

The geometry in XYZ format:
```
22
Properties=species:S:1:pos:R:3:mulliken_charge:R:1
C 1.982 3.091 2.922 -0.7625
C 3.015 3.103 1.765 0.5305
O 4.226 2.971 2.026 -0.7201
O 2.475 3.264 0.635 -0.7278
H 2.491 3.256 3.881 0.2653
H 1.369 2.198 3.004 0.1968
H 1.337 3.963 2.791 0.2213
C -3.295 -1.712 -1.422 -1.3455
C 0.114 -0.083 -0.979 -0.6526
C -1.264 -0.258 -1.247 -0.3834
C 0.870 -1.227 -0.816 -0.3679
C -1.828 -1.516 -1.184 0.9047
C 0.337 -2.521 -0.937 -0.5323
C -1.019 -2.667 -1.029 -0.4104
H 0.641 0.859 -0.933 0.4659
H -1.958 0.561 -1.388 0.3034
H 1.903 -1.074 -0.523 0.3993
H 1.100 -3.283 -0.830 0.3271
H -3.811 -1.908 -0.482 0.2649
H -3.475 -2.535 -2.120 0.3357
H -1.498 -3.625 -1.181 0.3129
H -3.713 -0.856 -1.953 0.3748
```